Record 1
{"formula": "C25H24CrF6N3O7S", "method": "ωB97M-V with the def2-TZVPD basis set", "species": ["Cr", "C", "C", "O", "C", "C", "C", "N", "N", "C", "O", "C", "C", "C", "C", "C", "C", "H", "H", "H", "H", "H", "H", "H", "H", "H", "H", "H", "H", "C", "C", "C", "C", "C", "C", "C", "S", "O", "O", "N", "C", "C", "O", "O", "H", "H", "H", "H", "H", "H", "H", "H", "H", "C", "C", "O", "C", "F", "F", "F", "C", "F", "F", "F", "H", "H", "H"], "positions_angstrom": [[1.362, -0.547, -0.365], [4.314, -3.354, -1.557], [2.937, -2.729, -1.439], [2.912, -1.622, -0.783], [1.860, -3.369, -1.996], [0.507, -2.900, -1.972], [-0.556, -3.726, -2.643], [0.189, -1.785, -1.395], [-1.147, -1.405, -1.465], [-1.325, -0.332, -0.754], [-0.408, 0.310, -0.124], [-2.717, 0.188, -0.624], [-2.928, 1.423, -0.020], [-4.216, 1.911, 0.146], [-5.306, 1.170, -0.289], [-5.099, -0.066, -0.890], [-3.813, -0.556, -1.054], [5.066, -2.591, -1.365], [4.475, -3.784, -2.547], [4.435, -4.150, -0.817], [2.048, -4.296, -2.523], [-0.126, -4.637, -3.059], [-1.040, -3.151, -3.435], [-1.333, -3.980, -1.920], [-2.064, 1.977, 0.325], [-4.369, 2.872, 0.624], [-6.314, 1.549, -0.154], [-5.947, -0.655, -1.222], [-3.629, -1.522, -1.505], [-2.964, 3.201, 4.266], [-2.230, 1.974, 3.792], [-1.005, 2.088, 3.144], [-0.327, 0.970, 2.681], [-0.869, -0.289, 2.876], [-2.085, -0.423, 3.531], [-2.761, 0.701, 3.980], [-0.080, -1.793, 2.290], [0.275, -2.492, 3.515], [-1.071, -2.420, 1.448], [1.201, -1.423, 1.444], [2.437, -1.152, 2.172], [2.958, 0.244, 1.820], [3.799, 0.794, 2.528], [2.452, 0.729, 0.737], [-3.088, 3.923, 3.456], [-2.420, 3.703, 5.070], [-3.956, 2.943, 4.642], [-0.577, 3.071, 2.971], [0.600, 1.088, 2.135], [-2.509, -1.411, 3.664], [-3.723, 0.590, 4.471], [3.207, -1.853, 1.831], [2.342, -1.263, 3.251], [3.538, 1.903, -1.813], [2.156, 1.629, -2.431], [1.529, 0.521, -2.002], [2.355, 1.473, -3.964], [1.215, 1.258, -4.637], [2.942, 2.552, -4.555], [3.162, 0.428, -4.222], [1.250, 2.860, -2.154], [1.784, 4.035, -2.604], [0.036, 2.764, -2.718], [1.065, 3.016, -0.839], [4.121, 0.985, -1.893], [3.418, 2.110, -0.753], [4.058, 2.723, -2.308]], "forces_ev_per_angstrom": [[0.25, -0.09, -0.24], [-0.02, 0.01, 0.00], [0.05, -0.03, 0.01], [0.01, 0.00, 0.06], [-0.02, 0.01, -0.04], [0.05, 0.07, 0.00], [-0.04, 0.03, 0.00], [0.01, -0.14, 0.04], [-0.12, 0.02, 0.00], [0.04, -0.04, -0.04], [-0.15, 0.01, 0.04], [-0.02, 0.03, 0.01], [0.04, -0.03, 0.01], [0.00, 0.02, 0.01], [-0.02, 0.01, 0.01], [0.01, -0.01, -0.01], [0.00, 0.00, -0.03], [0.00, -0.01, -0.02], [-0.01, -0.02, 0.01], [0.01, 0.03, 0.02], [0.00, -0.01, 0.01], [0.00, 0.00, 0.00], [0.00, -0.01, 0.02], [0.01, 0.00, -0.02], [-0.02, -0.01, -0.01], [0.00, 0.00, 0.00], [0.01, 0.00, 0.00], [0.00, 0.00, 0.00], [0.00, 0.01, 0.00], [-0.01, 0.01, 0.00], [-0.01, -0.02, 0.01], [0.02, 0.01, 0.00], [0.06, 0.02, 0.01], [0.02, -0.01, -0.04], [-0.03, -0.04, -0.02], [0.01, 0.03, 0.00], [-0.04, -0.17, 0.03], [0.02, 0.01, 0.00], [0.01, 0.03, 0.00], [-0.09, 0.22, 0.01], [0.09, -0.01, 0.01], [0.07, 0.00, -0.05], [-0.06, -0.05, -0.06], [0.03, 0.05, 0.14], [0.00, -0.01, 0.00], [0.00, 0.00, 0.00], [0.01, 0.00, 0.00], [-0.01, -0.01, 0.00], [-0.03, -0.01, -0.01], [0.01, 0.01, -0.01], [0.00, 0.00, 0.00], [0.01, -0.01, 0.06], [-0.03, 0.04, 0.03], [0.00, -0.07, 0.05], [0.25, 0.02, 0.02], [-0.34, 0.08, 0.01], [-0.04, 0.02, 0.01], [0.01, -0.01, 0.00], [-0.01, -0.02, 0.02], [0.01, 0.00, -0.01], [0.03, 0.03, 0.05], [-0.01, -0.04, 0.00], [-0.01, -0.01, -0.01], [-0.01, 0.01, -0.03], [0.00, 0.01, -0.03], [-0.03, 0.00, -0.01], [0.01, 0.02, -0.02]], "nbo_charge": [1.54, -0.66, 0.44, -0.69, -0.47, 0.28, -0.65, -0.31, -0.44, 0.52, -0.75, 0.00, -0.21, -0.22, -0.24, -0.24, -0.19, 0.22, 0.20, 0.21, 0.19, 0.19, 0.23, 0.23, 0.24, 0.19, 0.19, 0.19, 0.23, -0.62, -0.04, -0.22, -0.19, -0.22, -0.21, -0.23, 2.33, -1.00, -0.98, -0.92, -0.36, 0.78, -0.71, -0.77, 0.21, 0.20, 0.20, 0.20, 0.25, 0.22, 0.19, 0.20, 0.22, -0.67, 0.12, -0.80, 0.97, -0.33, -0.36, -0.33, 0.95, -0.36, -0.33, -0.32, 0.22, 0.27, 0.20], "mol_weight_g_mol": 676.5, "total_charge": -2, "s2": 0.755, "e_homo_ev": [-1.6719, -1.5180], "max_force_ev_per_a": 0.36, "spin_multiplicity": 2, "total_energy_ha": -3700.0772, "gap_ev": [6.2, 6.0]}


Record 2
{"formula": "C25H24F4NO2PS2", "method": "ωB97M-V with the def2-TZVPD basis set", "species": ["O", "C", "N", "P", "S", "O", "S", "H", "H", "H", "H", "F", "C", "C", "C", "C", "C", "C", "H", "H", "H", "H", "H", "F", "C", "C", "C", "C", "C", "C", "H", "H", "H", "H", "H", "F", "C", "C", "C", "C", "C", "C", "H", "H", "H", "H", "H", "F", "C", "C", "C", "C", "C", "C", "H", "H", "H", "H", "H"], "positions_angstrom": [[-2.486, 2.300, 2.165], [-2.492, 2.034, 0.939], [-1.589, 1.032, 0.369], [-2.135, -0.624, 0.626], [-3.690, -1.119, -0.480], [-3.382, 2.797, 0.119], [-4.974, 2.216, 0.202], [-1.495, 1.227, -0.639], [-1.082, -1.519, 0.189], [-2.364, -0.955, 2.005], [-5.236, 1.788, -1.101], [-2.015, -4.216, -0.669], [-2.591, -4.914, -1.661], [-3.652, -4.359, -2.359], [-4.244, -5.082, -3.390], [-3.774, -6.356, -3.704], [-2.711, -6.904, -2.993], [-2.112, -6.178, -1.969], [-4.010, -3.371, -2.096], [-5.070, -4.655, -3.948], [-4.239, -6.920, -4.506], [-2.350, -7.898, -3.236], [-1.278, -6.586, -1.411], [-0.232, -1.182, -2.274], [1.027, -0.720, -2.191], [1.327, 0.530, -2.707], [2.629, 1.012, -2.616], [3.617, 0.233, -2.019], [3.305, -1.024, -1.509], [2.001, -1.502, -1.590], [0.546, 1.119, -3.175], [2.873, 1.993, -3.009], [4.633, 0.608, -1.952], [4.077, -1.631, -1.049], [1.737, -2.474, -1.190], [3.852, 4.020, -1.942], [3.042, 4.588, -1.034], [1.682, 4.319, -1.070], [0.844, 4.903, -0.125], [1.373, 5.759, 0.837], [2.739, 6.026, 0.861], [3.579, 5.433, -0.075], [1.286, 3.657, -1.831], [-0.220, 4.693, -0.140], [0.718, 6.218, 1.570], [3.149, 6.696, 1.609], [4.646, 5.623, -0.066], [3.315, -1.684, 4.010], [2.276, -0.872, 4.264], [1.326, -0.654, 3.279], [0.247, 0.183, 3.544], [0.136, 0.801, 4.786], [1.100, 0.579, 5.766], [2.173, -0.267, 5.506], [1.433, -1.138, 2.314], [-0.507, 0.355, 2.783], [-0.703, 1.457, 4.990], [1.014, 1.064, 6.732], [2.928, -0.458, 6.260]], "forces_ev_per_angstrom": [[0.14, -1.46, -4.55], [-0.27, 1.04, 4.16], [-1.66, 0.97, 0.41], [-1.04, -1.38, -1.82], [0.61, 0.42, 0.69], [1.45, -1.56, -0.02], [-0.43, 0.08, -0.50], [-0.12, -0.57, 0.42], [-0.12, 1.18, 0.70], [0.58, 0.94, -0.53], [0.80, 0.30, 0.97], [0.14, 0.05, 0.13], [-0.38, -0.39, -0.63], [-0.09, 0.21, 0.05], [0.28, -0.26, 0.14], [-0.04, -0.01, -0.05], [-0.16, 0.26, -0.01], [0.14, -0.02, 0.13], [0.11, -0.09, 0.01], [0.08, -0.01, 0.09], [0.06, 0.05, 0.09], [0.00, 0.11, 0.04], [-0.05, 0.04, 0.00], [-0.26, -0.04, 0.04], [0.83, 0.28, 0.05], [-0.17, 0.07, -0.02], [0.03, -0.29, 0.11], [0.03, 0.04, -0.01], [-0.14, 0.25, -0.13], [-0.11, -0.17, 0.08], [0.01, -0.06, -0.01], [-0.03, -0.12, 0.03], [-0.12, -0.03, -0.01], [-0.11, 0.04, -0.03], [-0.02, 0.03, -0.06], [0.14, -0.06, -0.15], [-0.58, 0.36, 0.62], [0.01, -0.10, -0.13], [0.31, 0.10, 0.07], [-0.07, 0.01, 0.04], [-0.19, -0.18, -0.18], [0.19, -0.01, -0.06], [0.06, 0.02, 0.04], [0.10, 0.02, -0.03], [0.07, -0.06, -0.08], [-0.01, -0.09, -0.08], [-0.05, -0.03, -0.04], [0.11, -0.09, -0.03], [-0.59, 0.46, 0.15], [0.01, -0.10, -0.14], [0.20, -0.05, 0.28], [-0.10, 0.05, 0.01], [-0.05, -0.11, -0.31], [0.14, -0.04, 0.09], [0.05, 0.00, 0.05], [0.17, 0.11, 0.13], [0.09, -0.07, -0.05], [0.03, -0.07, -0.09], [-0.01, -0.01, -0.08]], "nbo_charge": [-0.54, 0.89, -0.95, 0.96, -0.60, -0.67, 0.32, 0.43, 0.02, 0.03, 0.12, -0.33, 0.40, -0.28, -0.19, -0.23, -0.20, -0.29, 0.24, 0.22, 0.21, 0.22, 0.23, -0.33, 0.38, -0.26, -0.21, -0.22, -0.19, -0.29, 0.22, 0.23, 0.22, 0.22, 0.23, -0.33, 0.40, -0.29, -0.18, -0.23, -0.19, -0.28, 0.22, 0.22, 0.22, 0.22, 0.23, -0.32, 0.40, -0.29, -0.20, -0.22, -0.19, -0.29, 0.22, 0.21, 0.22, 0.22, 0.23], "mol_weight_g_mol": 541.6, "e_homo_ev": -8.7767, "max_force_ev_per_a": 4.78, "total_energy_ha": -2709.4155, "gap_ev": 8.6, "smiles": "O=C(N[PH2]=S)OS.Fc1ccccc1.Fc1ccccc1.Fc1ccccc1.Fc1ccccc1"}


Record 3
{"formula": "C25H24F6MgN7O7S2", "method": "ωB97M-V with the def2-TZVPD basis set", "species": ["Mg", "O", "C", "N", "C", "C", "C", "C", "C", "C", "N", "C", "O", "C", "C", "C", "C", "C", "N", "C", "C", "C", "C", "C", "N", "H", "H", "H", "H", "H", "H", "H", "H", "H", "H", "H", "H", "C", "N", "C", "C", "O", "N", "C", "C", "H", "H", "H", "H", "H", "H", "H", "H", "H", "H", "H", "H", "F", "C", "F", "F", "S", "O", "O", "N", "S", "O", "O", "C", "F", "F", "F"], "positions_angstrom": [[0.632, -0.717, 0.156], [4.606, -1.249, -0.635], [3.483, -1.168, -0.125], [2.309, -1.624, -0.515], [2.038, -2.319, -1.657], [2.905, -2.591, -2.712], [2.472, -3.365, -3.776], [1.175, -3.852, -3.812], [0.291, -3.570, -2.782], [0.706, -2.807, -1.698], [-0.049, -2.442, -0.604], [-1.127, -3.073, -0.186], [-1.736, -4.035, -0.680], [-1.627, -2.500, 1.111], [-2.779, -3.064, 1.673], [-3.279, -2.559, 2.852], [-2.605, -1.495, 3.434], [-1.457, -1.020, 2.817], [-0.962, -1.505, 1.691], [3.321, -0.542, 1.235], [4.454, -0.205, 1.976], [4.308, 0.209, 3.282], [3.022, 0.320, 3.793], [1.955, 0.017, 2.965], [2.093, -0.438, 1.733], [3.906, -2.188, -2.688], [3.158, -3.600, -4.579], [0.851, -4.462, -4.644], [-0.716, -3.952, -2.798], [-3.240, -3.888, 1.148], [-4.171, -2.973, 3.305], [-2.967, -1.041, 4.344], [-0.925, -0.195, 3.264], [5.413, -0.299, 1.492], [5.165, 0.438, 3.899], [2.849, 0.629, 4.813], [0.945, 0.135, 3.320], [-2.411, -0.764, -2.564], [-2.967, 0.358, -1.819], [-3.452, 1.428, -2.676], [-2.290, 0.657, -0.649], [-1.196, 0.156, -0.397], [-2.921, 1.459, 0.246], [-4.302, 1.863, 0.188], [-2.235, 1.896, 1.443], [-3.113, -1.034, -3.353], [-2.291, -1.610, -1.890], [-1.435, -0.526, -2.999], [-2.853, 1.461, -3.588], [-3.358, 2.395, -2.189], [-4.498, 1.259, -2.952], [-4.832, 1.336, -0.597], [-4.389, 2.942, 0.031], [-4.777, 1.624, 1.145], [-1.199, 1.569, 1.408], [-2.729, 1.477, 2.326], [-2.260, 2.987, 1.503], [-0.991, 3.296, -1.006], [0.021, 2.777, -1.704], [-0.554, 1.988, -2.633], [0.601, 3.759, -2.398], [1.257, 1.703, -0.724], [0.760, 1.602, 0.611], [1.287, 0.533, -1.523], [2.591, 2.518, -0.820], [2.502, 3.937, -0.137], [3.430, 4.873, -0.683], [1.150, 4.372, 0.066], [3.133, 3.703, 1.633], [4.166, 2.861, 1.706], [3.546, 4.881, 2.120], [2.192, 3.256, 2.466]], "forces_ev_per_angstrom": [[-0.82, -0.57, 0.90], [0.18, 0.10, 0.06], [-0.06, -0.50, -0.47], [0.87, 0.22, 0.38], [0.04, -0.53, -0.60], [0.12, 0.15, 0.10], [-0.11, -0.14, -0.20], [0.20, -0.04, -0.19], [-0.19, -0.01, 0.07], [0.32, -0.43, -0.62], [-0.79, -0.34, 0.22], [0.48, -0.15, -0.56], [-0.24, -0.12, 0.02], [-0.71, -0.54, 0.33], [0.15, 0.02, -0.22], [0.16, 0.16, -0.03], [-0.01, -0.01, -0.02], [-0.33, 0.11, 0.58], [0.09, 0.00, -0.04], [0.98, -0.04, 0.52], [-0.11, -0.05, -0.18], [-0.22, -0.06, 0.00], [-0.01, -0.07, 0.02], [0.13, 0.15, 0.67], [0.09, 0.19, 0.03], [0.03, -0.05, 0.09], [0.03, 0.03, -0.07], [-0.04, -0.03, -0.05], [-0.09, -0.06, 0.03], [0.04, 0.01, -0.07], [-0.01, 0.00, 0.01], [0.07, 0.08, 0.11], [0.02, 0.11, 0.05], [0.06, -0.05, -0.06], [0.07, 0.05, 0.00], [-0.06, 0.08, 0.04], [-0.08, 0.03, 0.08], [0.11, -0.17, 0.17], [0.25, 0.05, 0.06], [-0.16, 0.08, -0.01], [-0.55, -0.09, -0.01], [-0.27, 0.12, -0.21], [0.07, 0.04, 0.05], [-0.12, -0.06, -0.04], [0.19, 0.03, 0.01], [0.00, 0.01, 0.01], [0.04, -0.07, -0.17], [-0.04, -0.02, -0.02], [0.00, 0.04, 0.00], [-0.04, 0.03, 0.02], [0.03, 0.06, -0.01], [-0.03, -0.04, -0.03], [-0.04, -0.01, -0.05], [-0.03, 0.01, -0.01], [-0.19, 0.12, 0.06], [0.01, 0.04, -0.02], [0.03, 0.00, 0.04], [0.21, -0.12, 0.34], [-0.56, 0.10, -0.82], [0.09, -0.27, 0.04], [0.18, -0.17, 0.18], [-0.10, 3.18, -1.25], [-0.33, -0.51, 0.72], [0.27, -0.78, -0.39], [0.21, -0.24, -0.18], [0.43, 1.03, 1.20], [0.32, -0.35, -0.25], [-0.13, 0.20, 0.29], [0.14, -0.01, 0.11], [0.02, -0.02, -0.31], [-0.07, 0.12, -0.26], [-0.21, -0.08, -0.21]], "nbo_charge": [1.75, -0.69, 0.60, -0.79, 0.11, -0.24, -0.24, -0.25, -0.27, 0.20, -0.80, 0.58, -0.71, 0.15, -0.22, -0.19, -0.23, 0.03, -0.49, 0.16, -0.22, -0.16, -0.27, 0.07, -0.54, 0.24, 0.19, 0.19, 0.23, 0.25, 0.21, 0.20, 0.18, 0.25, 0.21, 0.21, 0.18, -0.41, -0.47, -0.41, 0.84, -0.76, -0.44, -0.40, -0.42, 0.19, 0.23, 0.21, 0.21, 0.21, 0.19, 0.22, 0.19, 0.19, 0.27, 0.18, 0.20, -0.32, 0.73, -0.33, -0.31, 2.26, -0.97, -0.93, -1.18, 2.25, -0.91, -0.96, 0.72, -0.32, -0.32, -0.32], "mol_weight_g_mol": 736.9, "total_charge": -1, "e_homo_ev": -4.0863, "max_force_ev_per_a": 3.42, "total_energy_ha": -3472.9663, "gap_ev": 6.3}